[1]
This record from the OMol25 dataset describes a structure of composition C5H12N2O2 at a distorted geometry. The level of theory is ωB97M-V/def2-TZVPD.

Geometry as ORCA input:
```
! RIJCOSX wB97M-V def2-TZVPD def2/J DEFGRID3
* xyz 0 1
H 0.32 2.44 -0.33
C -0.18 1.68 -0.94
C -2.80 -0.55 0.28
O -1.81 -1.07 -0.57
H -3.57 -0.09 -0.35
N 2.82 -0.72 -0.28
H -1.11 -1.52 0.01
C 0.36 0.33 -0.59
C 0.46 -0.08 0.80
H 0.00 1.92 -1.98
H 0.39 -1.58 2.06
H 2.29 -1.57 -0.10
H 0.37 -0.45 -1.34
O 2.66 1.54 -0.02
H -3.26 -1.33 0.90
H 3.82 -0.74 -0.27
N 0.31 -1.36 1.07
H -2.39 0.23 0.94
H -1.24 1.76 -0.70
C 2.16 0.44 -0.12
H 0.39 0.73 1.54
*
```

## Properties
Orbital gap in eV: 9.24
E_LUMO in eV: 0.440
M in g mol⁻¹: 132.163



[2]
This record from the OMol25 dataset describes a structure of composition C44H45CsN6O3Si at a distorted geometry. The level of theory is ωB97M-V/def2-TZVPD.

Geometry as ORCA input:
```
! RIJCOSX wB97M-V def2-TZVPD def2/J DEFGRID3
* xyz 0 1
N 2.19 -2.00 -1.25
H -2.59 3.45 -4.47
H -0.56 4.21 2.18
C 4.82 -0.56 3.39
C 3.38 2.19 1.28
H -3.02 -3.65 5.01
H 0.35 -7.22 0.54
H -5.40 3.76 3.52
C -1.88 3.09 -5.22
C 3.05 1.32 -3.85
H 2.95 1.43 -5.99
H 2.57 2.28 -3.63
C 3.61 -0.86 -2.99
H -3.80 0.04 -5.88
C -1.51 3.87 1.86
C 3.86 -3.32 -2.36
C 1.06 -4.00 -0.21
C 4.13 -1.20 -4.21
C 3.91 4.47 0.64
C -1.69 -2.06 4.41
C -1.47 -2.09 -2.03
C -3.93 3.89 1.92
H -0.79 1.30 -2.64
C 2.03 -3.26 -1.07
C -4.98 -0.78 5.77
C -0.32 -5.50 1.62
C -2.70 4.19 2.48
C 3.20 0.46 -2.76
H 5.01 3.32 2.06
C -5.48 -0.13 4.64
C 3.68 -1.35 3.66
C 2.15 3.31 -0.41
C 0.29 -6.12 0.56
N 0.31 -3.37 0.70
Cs 0.25 -0.13 0.17
H 3.18 0.91 -1.78
C -3.65 -1.25 5.78
C 3.52 0.95 2.04
C -2.87 -1.20 4.59
H 5.67 1.09 2.27
H 3.77 -2.38 4.15
Si -1.62 1.18 -5.10
H -4.77 2.82 0.20
H -3.11 -0.69 -4.39
H -6.57 0.10 4.70
C -1.01 -3.45 2.76
C -3.88 3.19 0.74
H -3.95 0.82 -4.27
H 0.24 0.12 -3.61
H 1.55 -1.41 3.12
H 4.88 -3.70 -2.15
H 1.31 -5.75 -1.36
C 2.89 4.47 -0.31
H -2.33 3.34 -6.22
C 3.20 0.81 -5.15
C -1.93 -3.50 4.85
H -0.80 -5.98 2.48
N 2.45 0.22 2.26
H 2.67 5.37 -0.90
C 4.16 3.34 1.42
H 3.63 -3.49 -3.42
H 5.74 -0.79 3.90
H -2.73 2.04 -0.59
H 3.98 -0.91 -6.33
C -4.72 0.00 3.53
O -1.44 -4.33 3.71
C 3.77 -0.45 -5.36
N -1.13 -2.18 3.02
H -2.80 -0.27 2.65
H -3.19 -1.60 6.68
H -5.65 -0.89 6.67
H -0.93 3.63 -5.15
H -2.68 4.73 3.39
C 4.78 0.58 2.62
H 1.28 3.33 -0.98
H -5.13 5.41 2.90
H 4.28 -1.61 -1.17
O 2.94 -4.13 -1.63
H -1.23 1.30 -7.50
H 4.53 5.34 0.77
C 2.52 -0.89 3.02
H -1.06 -0.42 -7.09
N -1.45 3.14 0.71
C -0.63 0.82 -3.56
H -0.87 -1.57 5.03
C 0.89 -5.35 -0.45
C -3.40 -0.45 3.49
C -3.31 0.25 -4.94
C -2.61 2.80 0.16
N 2.37 2.21 0.36
H -1.33 -3.80 5.71
C -0.80 0.57 -6.77
C 3.54 -1.89 -1.94
H -6.07 4.09 2.07
C -5.18 4.34 2.59
H 4.72 -2.08 -4.47
H 0.29 0.65 -6.69
O -1.17 -2.96 -2.70
H -5.14 0.47 2.63
C -0.34 -4.10 1.58
*
```

## Properties
Orbital gap in eV: 3.50
E_LUMO in eV: -0.301
M in g mol⁻¹: 866.874



[3]
This record from the OMol25 dataset describes a cluster of 2 separate species, C4H4Cl2 in total at a distorted geometry. The level of theory is ωB97M-V/def2-TZVPD.

Geometry as ORCA input:
```
! RIJCOSX wB97M-V def2-TZVPD def2/J DEFGRID3
* xyz 0 1
C -0.20 -0.08 -0.35
C 1.19 0.52 -0.15
H -0.85 0.64 0.04
C 4.75 1.63 0.36
Cl 5.44 0.38 -0.29
H -0.40 -0.24 -1.49
H -0.20 -1.00 0.16
C 2.23 -0.14 0.10
Cl 2.92 -1.69 0.32
H 1.44 1.57 -0.11
*
```

## Properties
Orbital gap (spin up / spin down) in eV: 8.04 / 7.29
E_LUMO (spin up / spin down) in eV: -0.171 / -0.653
M in g mol⁻¹: 122.982



[4]
This record from the OMol25 dataset describes the ion C3H10N5 with charge +1 at a distorted geometry. The level of theory is ωB97M-V/def2-TZVPD.

Geometry as ORCA input:
```
! RIJCOSX wB97M-V def2-TZVPD def2/J DEFGRID3
* xyz 1 1
H 1.04 1.43 2.39
H -2.30 -0.32 -0.49
N -0.53 0.37 -0.04
H 0.50 -2.75 -0.19
N -0.03 1.21 0.84
H 3.28 1.06 -1.15
H -1.46 0.62 -1.80
H -2.28 1.47 -0.37
N 2.26 0.85 -1.01
C 0.53 -0.65 -0.48
C 0.40 -1.84 0.44
N 1.88 -0.17 -0.51
H -0.76 1.89 1.25
H -0.56 -1.73 0.82
H 1.05 -1.92 1.21
C -1.73 0.59 -0.82
H 0.43 -0.94 -1.61
N 1.05 1.02 1.43
*
```

## Properties
Orbital gap (spin up / spin down) in eV: 7.36 / 7.36
E_LUMO (spin up / spin down) in eV: -5.022 / -5.023
M in g mol⁻¹: 116.148



[5]
This record from the OMol25 dataset describes the molecule C19H31N5O3. The level of theory is ωB97M-V/def2-TZVPD.

Geometry as ORCA input:
```
! RIJCOSX wB97M-V def2-TZVPD def2/J DEFGRID3
* xyz 0 1
C -2.00 -3.94 2.80
H -1.77 -4.95 2.44
C -4.25 1.32 2.92
H -3.46 4.34 3.59
H -0.83 1.50 -1.11
H -2.37 -4.02 3.82
H 0.56 -0.01 -2.76
H -3.31 0.06 4.39
H 0.56 1.71 2.32
H -2.25 1.94 1.14
H -3.93 -3.92 1.85
H -1.36 -1.34 1.01
H -1.76 0.27 -0.31
C -0.23 -3.06 1.57
C -3.04 -3.30 1.89
H -4.43 -2.82 -0.44
H 1.25 0.57 -0.26
H 0.43 -0.37 0.95
C -4.64 2.61 3.19
C -0.45 -2.23 -0.75
C 0.92 -0.92 -2.28
H -7.36 3.93 2.98
H -4.69 4.01 4.82
C -1.15 -2.33 0.60
N -5.95 1.69 1.66
N -5.06 0.80 1.98
C -6.56 3.95 2.24
H 0.70 -1.77 -2.91
O -0.64 3.39 3.75
O -0.51 -3.15 -1.56
N 0.28 -1.10 -0.99
H -0.82 2.88 0.78
H 2.01 -0.84 -2.16
H -2.25 3.37 5.45
H -5.97 4.86 2.38
C -2.49 -3.07 0.48
H 0.72 -2.52 1.71
C -3.48 -2.29 -0.37
C -3.98 3.55 4.14
H -0.61 0.41 2.55
N -5.70 2.79 2.38
H -3.34 -2.33 2.32
C -0.50 1.47 2.34
C -1.11 2.30 3.45
C 0.33 0.02 -0.06
H -2.49 0.11 2.84
H -3.68 -1.31 0.06
H 0.01 -4.05 1.17
H -2.29 -4.04 0.01
H -6.99 3.95 1.25
N -2.22 1.81 4.08
H -3.48 2.11 5.68
C -3.04 0.71 3.55
H -3.10 -2.16 -1.39
C -0.89 0.93 -0.18
O -0.81 -3.17 2.86
C -2.96 2.72 4.94
C -1.16 1.87 1.00
*
```

## Properties
Orbital gap in eV: 9.78
E_LUMO in eV: 0.617
M in g mol⁻¹: 377.489